[1]
ORCA calculation (ωB97M-V/def2-TZVPD) on a molecular structure, C3H2N2 in a non-equilibrium geometry.

Geometry as XYZ:
```
7
Properties=species:S:1:pos:R:3:lowdin_charge:R:1
N -0.77597 1.49813 -0.06178 0.058
N -1.72062 0.90963 0.02182 -0.038
C 1.00825 -0.34391 0.04120 0.038
C 0.04806 -1.30595 -0.03663 -0.240
C -1.16383 -0.98975 -0.00094 0.027
H 1.32953 0.04555 -0.91251 0.075
H 1.27457 0.18629 0.94884 0.081
```

Properties
Energy relative to the best compared isomer or geometry (same formula, charge and spin) ... 481.5 kJ/mol
Orbital gap ... 8.428 eV
Lowest unoccupied orbital energy ... -1.3 eV

=====

[2]
ORCA calculation (ωB97M-V/def2-TZVPD) on 2 unconnected molecules or ions with the total composition C3H2N2 in a non-equilibrium geometry.

Geometry as XYZ:
```
7
Properties=species:S:1:pos:R:3:lowdin_charge:R:1
N 2.14242 0.60642 0.32983 0.151
N 4.05399 -0.79710 -0.16921 0.190
C 3.13577 -0.07382 0.03584 -0.433
C -1.61928 -0.86298 0.20006 -0.022
C -0.57613 -0.33047 0.37074 0.032
H 1.06855 0.13129 0.54797 0.045
H -2.51763 -1.40572 0.48132 0.038
```

Properties
Energy relative to the best compared isomer or geometry (same formula, charge and spin) ... 713.5 kJ/mol
Orbital gap (spin up / spin down) ... 7.983 / 6.207 eV
Lowest unoccupied orbital energy (spin up / spin down) ... -2.7 / -4.5 eV

=====

[3]
ORCA calculation (ωB97M-V/def2-TZVPD) on C3H2N2O in the gas phase in a non-equilibrium geometry.

Geometry as XYZ:
```
8
Properties=species:S:1:pos:R:3:lowdin_charge:R:1
O -2.49779 -0.16288 0.08711 0.128
N -0.32900 -1.13610 -0.12091 0.107
N -0.57125 1.07750 -0.30676 0.119
C 0.64717 0.78788 0.11606 -0.026
C -1.28212 0.00256 -0.05459 -0.535
C 0.87271 -0.71275 -0.02127 -0.096
H 1.74843 -1.49450 -0.12161 0.152
H 1.41185 1.63829 0.42196 0.150
```

Properties
Energy relative to the best compared isomer or geometry (same formula, charge and spin) ... 158.0 kJ/mol
Orbital gap ... 8.521 eV
Lowest unoccupied orbital energy ... -2.0 eV
SMILES string ... O=C1N=CC=N1

=====

[4]
ORCA calculation (ωB97M-V/def2-TZVPD) on C3H2N2O in the gas phase in a non-equilibrium geometry.

Geometry as XYZ:
```
8
Properties=species:S:1:pos:R:3:lowdin_charge:R:1
O 1.42071 -0.19485 0.96902 0.040
N -1.88483 -0.99517 1.72545 0.159
N -0.26614 0.78933 -1.91279 0.183
C -0.95771 -0.54077 1.20040 -0.164
C -0.06802 0.36589 -0.78460 -0.078
C 0.15357 -0.03571 0.45359 -0.344
H -0.27503 0.03075 -2.59225 0.092
H 1.89972 0.63896 0.90579 0.112
```

Properties
Energy relative to the best compared isomer or geometry (same formula, charge and spin) ... 106.0 kJ/mol
Orbital gap ... 9.515 eV
Lowest unoccupied orbital energy ... 0.0 eV
SMILES string ... N#CC(O)=C=N

=====

[5]
ORCA calculation (ωB97M-V/def2-TZVPD) on C3H2N2O2 in the gas phase.

Geometry as XYZ:
```
9
Properties=species:S:1:pos:R:3:lowdin_charge:R:1
O 2.43090 0.59701 -0.56125 0.090
O -0.27029 1.69906 0.12511 0.133
N -2.17994 -0.19000 0.26271 0.226
N -0.61561 -0.58722 0.39098 0.040
C -1.58821 -0.86520 -0.58644 -0.163
C 1.68128 0.31809 0.33928 -0.158
C 0.17398 0.58839 0.22498 -0.427
H -1.67138 -1.45016 -1.49168 0.130
H 2.03928 -0.10997 1.29632 0.129
```

Properties
Energy relative to the best compared isomer or geometry (same formula, charge and spin) ... 370.4 kJ/mol
Orbital gap ... 9.818 eV
Lowest unoccupied orbital energy ... -0.2 eV
SMILES string ... O=CC(=O)N1C=N1

=====

[6]
ORCA calculation (ωB97M-V/def2-TZVPD) on C3H2N2O2 in the gas phase.

Geometry as XYZ:
```
9
Properties=species:S:1:pos:R:3:lowdin_charge:R:1
O -1.46994 0.26786 -1.44707 0.092
O -0.39668 -1.12265 0.35342 -0.121
N 0.85578 -1.19150 -0.01704 0.034
N 0.81418 1.05141 0.39597 0.111
C -0.36749 1.01129 0.61165 0.139
C 1.52799 -0.09550 0.02617 -0.151
C -1.48926 0.05148 -0.27635 -0.360
H -2.32046 -0.21868 0.38411 0.139
H 2.57461 -0.04816 -0.23075 0.118
```

Properties
Energy relative to the best compared isomer or geometry (same formula, charge and spin) ... 474.6 kJ/mol
Orbital gap ... 9.293 eV
Lowest unoccupied orbital energy ... -1.1 eV

=====

[7]
ORCA calculation (ωB97M-V/def2-TZVPD) on C3H2N2O2 in the gas phase.

Geometry as XYZ:
```
9
Properties=species:S:1:pos:R:3:lowdin_charge:R:1
O 0.29032 -1.35236 -0.01788 0.049
O -2.67856 -0.54646 -0.46785 0.103
N 0.49096 0.83875 0.11784 0.150
N 1.64581 -1.08408 -0.02339 0.105
C -0.32797 -0.16552 0.06054 -0.311
C -1.79555 0.14276 -0.03488 -0.166
C 1.70269 0.21713 0.04099 -0.180
H 2.63370 0.76547 0.01582 0.121
H -1.91937 1.18535 0.30710 0.129
```

Properties
Energy relative to the best compared isomer or geometry (same formula, charge and spin) ... 160.9 kJ/mol
Orbital gap ... 10.362 eV
Lowest unoccupied orbital energy ... -0.7 eV
SMILES string ... O=Cc1ncno1

=====

[8]
ORCA calculation (ωB97M-V/def2-TZVPD) on C3H2N2O2S in the gas phase in a non-equilibrium geometry.

Geometry as XYZ:
```
10
Properties=species:S:1:pos:R:3:lowdin_charge:R:1
S 2.31774 -0.14193 0.12308 0.728
O 0.22792 1.96426 -0.21320 -0.035
O -2.73441 0.53400 0.30528 0.076
N -0.24601 0.58642 -0.32370 -0.098
N -0.04157 -1.75584 -0.10536 0.135
C -1.32521 -1.34644 -0.09921 -0.047
C 0.66238 -0.34987 0.05562 -0.769
C -1.56744 0.10418 -0.03317 -0.296
H -2.23087 -1.95169 -0.05044 0.129
H 0.59367 1.97526 0.80850 0.177
```

Properties
Energy relative to the best compared isomer or geometry (same formula, charge and spin) ... 501.6 kJ/mol
Orbital gap ... 7.583 eV
Lowest unoccupied orbital energy ... -2.1 eV
SMILES string ... O=C1C=NC(=S)N1O

=====

Among the records above, which one has the lowest energy relative to the best compared isomer or geometry (same formula, charge and spin)? number 4